Record 1
ORCA calculation (ωB97M-V with the def2-TZVPD basis set) on C19H37GaI2NO7 as an isolated structure.

```
! RIJCOSX wB97M-V def2-TZVPD def2/J DEFGRID3
* xyz -1 1
C -5.001 -2.230 -0.411
C -4.415 -3.041 -1.566
C -2.884 -3.257 -1.452
O -2.308 -2.456 -0.449
C -1.682 -3.137 0.638
Ga -0.335 -1.969 1.561
I 0.423 -3.486 3.586
C -1.122 -0.344 2.460
C -1.100 1.044 1.843
C 0.207 1.821 2.032
I -1.647 0.998 -0.251
N 1.189 -1.618 0.353
C 2.492 -1.604 0.898
C 3.046 -0.241 1.236
O 3.184 -2.591 1.043
C 1.148 -2.460 -0.807
C 1.307 -3.961 -0.634
O 1.019 -1.984 -1.905
H -4.663 -1.193 -0.437
H -4.704 -2.646 0.554
H -6.093 -2.227 -0.468
H -4.913 -4.015 -1.617
H -4.649 -2.538 -2.511
H -2.399 -3.009 -2.403
H -2.669 -4.314 -1.253
H -2.427 -3.407 1.407
H -1.244 -4.079 0.285
H -2.157 -0.610 2.699
H -0.592 -0.264 3.419
H -1.925 1.627 2.250
H 0.858 1.296 2.734
H 0.002 2.814 2.440
H 0.757 1.967 1.105
H 3.389 -0.228 2.274
H 3.924 -0.096 0.601
H 2.347 0.565 1.049
H 1.093 -4.290 0.381
H 2.354 -4.201 -0.832
H 0.675 -4.476 -1.360
O -5.306 1.573 -1.360
C -4.847 1.611 -2.465
O -4.820 2.811 -3.105
C -4.117 2.999 -4.336
C -4.955 2.623 -5.541
C -4.355 0.371 -3.174
H -3.166 2.467 -4.321
H -3.886 4.064 -4.351
H -5.198 1.561 -5.543
H -4.412 2.850 -6.460
H -5.887 3.187 -5.540
H -5.206 -0.097 -3.672
H -3.982 -0.308 -2.410
H -3.572 0.543 -3.906
O 4.049 2.723 1.740
C 5.209 2.616 2.017
O 5.540 2.317 3.297
C 6.869 1.966 3.689
C 7.720 3.182 3.994
C 6.303 2.848 0.999
H 7.333 1.322 2.942
H 6.731 1.364 4.586
H 7.869 3.800 3.108
H 8.699 2.871 4.361
H 7.240 3.791 4.759
H 6.551 3.910 1.005
H 5.898 2.596 0.023
H 7.212 2.280 1.172
*
```

DFT total energy ... -3847.886148 hartree

These are the Löwdin partial charges, in e, on atoms 1 to 4: C -0.100; C -0.222; C -0.235; O -0.300

***

Record 2
ORCA calculation (ωB97M-V with the def2-TZVPD basis set) on an isolated ion of composition C3H5N2O2 and charge +1 at a distorted geometry.

```
! RIJCOSX wB97M-V def2-TZVPD def2/J DEFGRID3
* xyz 1 1
C 0.557 -0.446 0.447
C -0.939 -1.095 -1.286
C -0.992 -1.953 -2.293
N 0.084 -1.338 -0.311
N 0.145 0.824 0.573
O -1.115 -2.794 -3.051
O -0.697 1.419 -0.371
H 1.420 -0.706 0.900
H -1.330 -0.095 -1.644
H -1.456 1.915 -0.042
H 0.447 -2.242 -0.457
H 0.528 1.528 1.249
*
```

Energy above the lowest of the compared OMol25 structures with the same formula, charge and spin ... 72.9 kcal/mol
DFT total energy ... -376.919951 hartree
Structure (SMILES) ... O=C=CN/C=[NH+]\O

These are the Löwdin partial charges, in e, on atoms 1 to 4: C -0.069; C -0.050; C -0.138; N 0.116